1.
This record from OMol25 describes a cluster of 9 separate species, C30H74IN2O11 in total at a distorted geometry. The level of theory is ωB97M-V with the def2-TZVPD basis set.

Structure (ORCA input):
```
! wB97M-V def2-TZVPD RIJCOSX def2/J DEFGRID3
* xyz -1 1
C 8.7756 -4.6987 -0.4953
H 0.5384 -2.2175 7.2289
O 3.4624 -3.1931 -0.3538
O 2.5624 -1.3217 -3.9391
C -6.5331 2.5515 3.7973
I -4.4580 -2.8015 -0.6243
H 1.6205 -1.5989 -1.1688
O -6.0860 3.5478 -5.6198
C 5.0807 1.7741 2.6167
C -6.3154 5.8794 -5.0096
H 2.6435 -3.2151 4.2642
H -5.9571 3.3363 -4.6877
H -1.9519 2.2001 -2.4148
H 2.5590 0.6822 2.2668
H 5.7590 -0.6354 3.2800
C -7.3379 3.6937 -0.6504
C 8.5660 -6.2038 -0.5682
H 4.6727 0.5005 0.9362
H 2.2259 0.6835 -6.6289
H 2.2409 1.1088 -2.8792
C -1.2865 2.8697 -0.4404
C -4.0694 -0.6171 -0.7432
H 3.6818 -0.1875 -6.1195
H 10.6634 -6.7238 -0.3571
H 3.0783 -3.3116 1.6099
C -5.5644 2.2104 2.6733
H -2.7070 -1.0427 -2.3401
C 3.6961 -3.8483 0.8873
H -6.1653 5.6655 -3.9494
O -4.6356 0.0651 0.0072
C 9.7032 -6.9583 0.1044
H 3.5252 -1.3284 -3.9350
H -8.2097 4.1052 -4.0496
C 1.5994 -2.3551 7.4534
C 2.0396 -3.3120 5.1670
H 8.8028 -4.3695 0.5470
H -3.6505 0.4325 -2.4957
N 0.8453 -1.5037 -0.5210
H -0.3161 -1.8287 -2.2613
H 3.3525 -0.1666 3.6077
C -2.1934 2.0162 -1.3571
C 2.5885 -0.1844 -6.0769
H 2.1993 -5.3678 0.5346
H 8.4935 -6.5113 -1.6124
H 5.3328 -4.1709 2.2681
H 3.3851 -5.8046 1.7770
H 7.3384 -6.3012 0.9443
C -8.3100 4.3572 -5.1091
O -1.6609 2.9486 0.7534
H 3.4831 -2.3360 6.4226
H -3.2362 2.2949 -1.2101
H -6.3477 5.5789 1.1235
O 7.3157 -6.5622 0.0169
C 5.1547 -3.7195 1.2883
H 6.0549 2.0932 2.2432
H -6.1305 4.9943 -1.8601
C -0.4003 -1.3317 -1.2855
H -6.8951 1.6500 4.2936
H 5.8056 -4.2129 0.5591
H 0.0033 0.7287 -0.9483
O -4.9397 4.0263 -0.5740
H 9.5385 -8.0339 0.0398
C -3.0747 -0.1819 -1.7887
H -4.6785 0.4970 3.6474
H -5.5102 6.5763 -0.0658
H -7.0507 4.8857 -6.7682
H -6.0800 1.6215 1.9133
H 1.7268 -3.3311 7.9243
H -5.3383 6.1036 -5.4367
H -7.2077 2.8302 -1.3052
C 4.6943 0.4288 2.0240
H -8.9931 5.2038 -5.1973
H 5.1474 1.7000 3.7063
H -8.2962 4.1672 -0.8811
H -3.6919 1.2045 2.3536
H 4.3440 2.5383 2.3686
H -0.5144 0.4289 -2.5855
H 2.2337 -1.0878 -6.5744
C 3.3390 -0.0349 2.5239
O 5.7046 -0.5478 2.3223
C -0.7057 0.1474 -1.5371
H -3.8048 2.0160 3.9149
H 0.9916 -3.2003 4.8772
H 1.0308 -0.1940 -4.5977
H -1.2294 -1.8274 -0.7808
C 3.2505 -5.3022 0.8173
H 9.7570 -6.6923 1.1637
H -8.7514 3.4980 -5.6146
O -0.2931 3.3741 -1.0123
H 1.3573 -0.8188 5.3663
N -2.0384 0.5675 -1.1109
C -6.9453 4.6810 -5.7013
H -6.9435 6.7681 -5.0936
C 2.4232 -2.2420 6.1792
C -4.3661 1.4323 3.1792
H 1.8908 -1.5830 8.1657
H 3.8342 -5.8388 0.0640
H 3.0798 -0.9946 2.0748
H 3.6877 1.1329 -3.8926
O -5.1444 3.3996 2.0038
H 7.9558 -4.1730 -0.9843
H -4.9160 3.7119 0.3434
H -7.3691 3.3302 0.3768
H 2.2292 2.0038 -4.4010
H -4.6530 3.9460 2.6270
C 2.1202 -0.1512 -4.6296
O 2.2828 -0.9466 5.6047
H -7.3902 3.1053 3.4108
H 5.4373 -2.6680 1.3315
H 3.9856 -3.6261 -1.0369
H -7.2768 6.4172 -0.1348
C -6.1774 4.6680 -0.8181
C 2.5933 1.1011 -3.9102
H 9.7112 -4.4043 -0.9728
C -6.3439 5.8885 0.0785
H -6.0392 3.1809 4.5433
H 2.1785 -4.3146 5.5751
H 0.8066 -2.4142 -0.0753
*
```

molecular weight = 765.8 g/mol
LUMO energy = 2.016 eV
HOMO = -4.345 eV
Kohn-Sham gap = 6.36 eV

Löwdin atomic charge list, values in e, 6 entries:
1. C -0.06
2. H 0.08
3. O -0.05
4. O -0.06
5. C -0.06
6. I 0.62

***

2.
This record from OMol25 describes a cluster of 8 separate species, C30H74N2O14 in total at a distorted geometry. The level of theory is ωB97M-V with the def2-TZVPD basis set.

Structure (ORCA input):
```
! wB97M-V def2-TZVPD RIJCOSX def2/J DEFGRID3
* xyz 0 1
C 2.7091 5.2192 -0.6970
H -7.3254 -1.0563 3.5236
N 1.6854 -2.1419 -1.9041
H -6.2114 1.5915 2.7342
O -0.6811 -0.3470 0.6447
H 3.7452 1.1884 -2.1683
H 3.6667 -4.6668 -3.0355
C -5.0867 -0.1000 2.0527
H 2.6555 -1.1279 -4.8902
O 4.2666 1.2344 1.9751
H 4.2516 3.2372 1.3093
H 2.7429 -5.1934 -0.7115
H -6.9600 -3.4856 0.6372
H 1.3725 -3.0440 3.3474
C 2.2188 -4.5134 -1.3830
C 2.9360 -1.4446 -3.8857
H 2.1035 -3.9155 -4.8298
H 4.9845 3.0001 -3.0282
H 0.6170 -1.9904 -5.1288
C -7.4156 -0.0559 3.1003
H -4.6765 2.0398 1.4946
H 0.6717 -3.4086 0.3674
H 3.6369 2.3831 -0.9344
C -1.1889 3.0913 -3.3871
C -1.3889 1.8438 -2.4234
H -2.0416 3.7369 -3.5976
H 1.5348 -1.9392 0.7409
H -9.0163 -0.5487 1.5601
H -1.3392 -4.5705 3.1344
H 1.3585 -3.3579 5.0478
H 4.3121 -3.5573 -0.9429
H 1.0868 4.4118 0.0043
O 0.4587 2.4534 0.3610
H 6.4434 2.7396 0.2461
C 1.7835 -2.3432 -3.3662
H 3.0414 -0.5371 -3.2913
H -0.4603 -2.1392 -3.7287
H 2.3041 -3.3686 1.2202
H -8.0407 0.6891 1.2811
O -1.8729 2.2520 -1.1431
O 1.4406 -0.8851 -1.4631
H 6.2354 1.8072 -2.5448
H 4.0577 3.1436 2.9610
C -7.0047 -1.1809 0.8500
C 0.1055 0.3496 1.6002
C 3.7660 -2.6279 -0.7809
H 3.3370 4.9357 0.1477
O 1.3616 5.2551 -0.3631
H -8.0593 0.3834 3.8624
H 0.8326 -4.2555 -3.7924
C -7.9697 -0.2995 1.7347
H 3.8800 -1.9881 -3.9263
C -6.0613 0.5509 3.0219
O -0.0691 3.8012 -2.9103
H 2.3922 -5.7848 -3.1276
C -4.2080 -1.1774 2.8322
H -6.4885 -2.9743 2.1012
H -4.7008 -2.1888 0.2480
C -4.1787 1.0931 1.7044
H 2.8149 7.1362 -0.1460
H 1.1529 -4.7194 -1.4798
C 4.3565 1.7745 -1.4821
H -3.3394 -0.9723 3.4579
C 2.5953 -4.7497 -2.8531
H -5.5495 0.5453 3.9843
H 4.1442 6.8462 -1.2838
H -7.3738 0.0379 -0.9745
H -0.5706 0.9123 2.2439
H -0.3432 4.0539 -2.0256
H 1.6737 0.7636 0.1408
O -4.7670 -1.2678 -0.0149
H -3.4815 1.3861 2.4893
H 5.0367 0.6616 1.9977
C -0.7567 -3.1628 4.3235
H -8.6492 -1.1597 -0.7454
C -7.1680 -2.6546 1.3111
H -8.2050 -2.7193 1.6405
H -2.1113 1.2449 -2.9779
O 0.9537 -4.8694 3.9503
C 5.4497 2.4759 -2.1934
H 0.6585 -0.4034 2.1618
H -4.7955 -1.9045 3.3928
H 4.1408 -2.0591 -1.6318
H 6.6120 2.4588 2.9969
C 1.8437 -3.8489 -3.7733
H 4.0288 -2.3500 0.2398
H 1.9046 -4.9662 3.8604
H -0.7986 -2.0923 4.5247
C 0.5032 -1.7603 -4.0694
C 2.3048 -2.9650 -0.9709
C 1.0695 1.3249 0.8536
O -1.3943 -3.6151 3.0579
O 6.0552 3.5449 -1.4122
H 6.6642 4.1658 -1.8185
H -3.7531 -1.8095 2.0696
C -7.5784 -0.9814 -0.6469
O 6.6751 2.3563 1.0952
H -0.4934 1.2431 -2.2644
H 1.7424 1.6993 1.6250
O 4.9544 0.7781 -0.6199
H 4.5375 0.8350 0.2430
H 0.7650 -0.9516 -0.7843
H -0.8947 2.6387 -4.3341
H -3.5668 0.9339 0.8164
C 3.0975 6.6306 -1.0694
H -0.3654 2.2501 -0.0874
O 2.4730 7.1166 -2.2863
H -2.8200 2.4067 -1.1671
H 1.8606 6.4264 -2.5512
H -1.1531 -3.6666 5.2050
H -7.0223 -1.6111 -1.3414
H 2.8580 4.5591 -1.5515
N -5.6807 -0.6408 0.8095
C 1.6696 -2.9742 0.4266
H -1.5492 0.0580 0.5827
C 6.0423 2.9223 2.1915
C 0.7606 -3.4686 4.1432
C 4.5424 2.6038 2.1475
H 6.1412 4.0078 2.1903
H 0.5476 -0.6713 -4.0768
*
```

SMILES = CC1(C)CCCC(C)(C)N1O.CC1(C)CCCC(C)(C)N1O.OCCO.OCCO.OCCO.OCCO.OCCO.OCCO
molecular weight = 686.9 g/mol
LUMO energy = 0.430 eV
energy relative to the best compared isomer or geometry (same formula, charge and spin) = 74.3 kcal per mole
HOMO = -7.314 eV
Kohn-Sham gap = 7.74 eV

Löwdin atomic charge list, values in e, 6 entries:
1. C -0.28
2. H 0.11
3. N -0.15
4. H 0.11
5. O -0.08
6. H 0.10

***

3.
This record from OMol25 describes a cluster of 5 separate species, C30H76ClN4O5 in total at a distorted geometry. The level of theory is ωB97M-V with the def2-TZVPD basis set.

Structure (ORCA input):
```
! wB97M-V def2-TZVPD RIJCOSX def2/J DEFGRID3
* xyz 3 1
C -15.8501 6.0712 -7.2293
H -18.1208 -1.0830 -7.9384
H -16.5818 -6.7639 -11.5511
H -17.6558 1.4628 -15.1951
N -17.1663 -1.9719 -9.5408
H -16.5052 -2.8016 -7.6138
H -23.0880 -0.5757 -12.7008
H -17.6069 1.7940 -5.9228
H -24.9063 0.2134 -14.5726
H -18.6935 7.4494 -14.7703
H -15.4456 -3.2866 -11.1137
H -19.1697 1.2121 -13.0181
Cl -17.0588 2.0453 -12.0164
C -16.8465 -3.2033 -8.5679
H -14.2110 3.3349 -5.9358
C -21.0151 0.0417 -12.9466
O -18.1131 -0.5195 -14.8244
H -17.1948 5.1833 -16.0558
H -15.4749 5.0944 -12.3906
C -13.8345 3.3319 -10.8013
C -24.0345 0.6326 -15.0750
H -18.7420 -4.0869 -7.6806
C -18.9207 0.0185 -9.7379
H -21.1672 7.9108 -13.9029
C -15.2987 4.8210 -7.9231
H -18.2606 6.6794 -11.4028
C -15.4315 2.3084 -8.3255
C -16.5606 6.6120 -13.5147
H -24.3014 0.5647 -16.1296
C -18.4103 -1.2394 -8.9775
C -16.0237 -5.8276 -11.5556
H -13.6411 4.1847 -15.0873
H -17.4061 -1.4800 -11.6043
H -21.0062 6.7384 -12.7257
C -22.5007 0.1818 -13.2199
H -18.1675 0.8059 -9.7097
H -20.5645 2.1228 -13.2428
C -18.4862 0.7863 -15.3974
H -15.0861 -1.6763 -9.8139
C -18.4525 4.9065 -14.3717
O -22.7161 0.2128 -14.6544
H -19.2918 5.2448 -11.9288
H -20.1562 2.3411 -15.2368
C -14.3595 3.6349 -14.4792
H -15.7784 1.4710 -7.7201
H -16.4867 -1.7285 -14.7007
C -16.4053 -3.4402 -11.6073
H -19.0625 2.4631 -6.4941
H -22.6627 1.2132 -12.9067
H -13.3417 2.2512 -7.7744
O -15.5024 4.4317 -14.3389
H -18.8593 5.9021 -16.3161
H -16.4907 7.3689 -12.7335
H -20.6884 0.8154 -15.5438
H -16.5133 7.1880 -14.4389
C -17.3648 3.5596 -7.1618
H -17.5507 5.0328 -11.5504
H -14.4557 5.9706 -13.4583
H -15.1977 -5.9565 -10.8561
C -15.9019 -1.0321 -9.4861
H -18.7456 7.9956 -13.0211
C -18.2674 5.0961 -15.8825
H -17.9063 4.0124 -14.0711
H -15.4655 7.0561 -7.4939
H -15.7197 -0.5364 -8.5325
C -17.9981 -4.3252 -8.4409
H -18.6382 4.1953 -16.3717
H -18.4527 -2.7796 -11.0100
H -17.5898 4.2983 -6.3926
H -15.5057 2.2157 -5.6238
C -19.0378 7.2459 -13.7563
C -20.5879 7.0113 -13.6945
H -16.2465 -0.3350 -15.8088
H -16.9361 6.1644 -7.2367
H -19.1126 -2.0657 -8.8681
C -19.8977 1.3132 -14.9825
H -20.9896 0.0866 -11.8578
H -13.5325 2.3950 -11.2692
H -15.5036 4.9050 -8.9904
H -14.2096 4.8360 -7.8814
H -14.9207 3.4228 -10.7969
H -19.7703 0.4831 -9.2374
N -15.8218 3.4799 -7.3189
H -20.8482 6.2398 -14.4193
H -18.6640 -4.4793 -9.2901
C -15.2966 3.2544 -5.8799
H -13.5304 4.2279 -11.3424
H -19.0808 -0.2201 -10.7894
H -16.0981 2.4041 -9.1826
H -20.5180 -0.8415 -13.3477
H -15.6447 6.0948 -6.1591
C -16.7000 -0.6743 -14.8775
H -16.3717 -3.4383 -12.6968
H -14.6316 2.7518 -15.0573
C -13.9854 2.2107 -8.6531
H -18.2722 1.4386 -7.6034
H -16.2049 -0.1099 -14.0873
H -18.5144 0.6116 -16.4729
H -16.0079 -3.6628 -9.0911
H -24.1409 1.6425 -14.6791
N -20.0911 1.2505 -13.4300
H -15.9898 -0.2909 -10.2805
H -19.4437 4.5934 -14.0439
H -17.5009 -5.2389 -8.1153
C -18.0656 2.1811 -6.8326
H -17.7562 3.9812 -8.0877
H -15.7570 3.9388 -5.1673
C -17.4293 -2.4047 -11.0278
N -18.0620 6.0807 -13.4430
H -13.8059 3.4653 -13.5557
H -13.8698 1.2401 -9.1353
H -15.6061 -5.7896 -12.5617
C -15.4452 5.5180 -13.3945
C -18.3113 5.7209 -11.9193
O -16.8028 -4.7364 -11.1239
O -13.5114 3.3291 -9.3892
*
```

molecular weight = 608.4 g/mol
LUMO energy = -6.414 eV
HOMO = -15.807 eV
Kohn-Sham gap = 9.39 eV

Löwdin atomic charge list, values in e, 6 entries:
1. C -0.06
2. H 0.12
3. H 0.10
4. H 0.10
5. N -0.22
6. H 0.13

***

4.
This record from OMol25 describes a cluster of 9 separate species, C30H76N2O9 in total at a distorted geometry. The level of theory is ωB97M-V with the def2-TZVPD basis set.

Structure (ORCA input):
```
! wB97M-V def2-TZVPD RIJCOSX def2/J DEFGRID3
* xyz 0 1
C -0.7376 1.9174 5.6768
N 0.7230 1.8670 5.4766
H 0.8377 1.8555 -2.9908
H 2.3182 -2.1289 -4.1693
H -1.4126 3.6757 -6.2323
H 0.1402 -1.8451 -0.5983
H -0.2655 1.0051 0.5569
H -4.0828 -1.7187 3.5091
H 2.9380 -3.7590 -4.3026
C -4.2724 -1.4448 1.3722
H -1.0643 3.8760 4.7109
H 0.4088 4.2959 -4.3912
C -4.5329 -2.2148 2.6460
C 1.2571 1.5267 4.1537
H -1.3155 1.4586 2.8844
H -2.7172 -0.4352 0.3093
C 3.0558 -3.2133 2.7928
H -1.3380 -3.4155 0.1035
H 1.6890 -0.8922 -6.4213
H 1.2940 -0.6292 4.5292
C -0.6996 -4.2945 0.0550
H -2.0269 0.3301 4.7363
H -2.0984 3.7230 -4.2278
O -4.5930 -2.2732 0.2358
C 3.0541 -4.6922 -0.7365
H -0.0114 -2.9853 -1.9665
H 2.5266 -3.8219 -6.6860
O -3.4153 1.9146 -3.3179
H 0.3422 5.8973 -5.1261
H 3.1712 1.4588 3.1836
C -0.9156 2.4298 3.1840
H -3.7565 1.0159 -3.2887
H 0.2825 -3.1116 2.6554
H 3.5652 -5.5700 -1.1411
C -1.3363 2.8239 4.6035
C -1.2727 4.6378 -5.7263
C 2.1877 -3.0729 -4.7000
C 1.5535 -4.9757 -0.7646
H -1.0122 -4.9613 -0.7520
H 2.6280 -2.3426 3.2944
C 0.1687 4.8315 -5.3080
C 2.7292 -3.1865 1.2895
H 0.7773 2.1193 -0.0828
H 1.2982 -5.8999 -0.2415
H 0.8548 0.1051 -2.8701
H 1.2878 -5.0803 -1.8203
H -4.0870 2.4661 -2.8856
O 1.3078 1.0133 6.4587
H 3.2735 1.1832 4.8577
H -0.6713 -0.2834 5.7185
H -0.6601 1.8663 7.8225
H -1.1836 0.1842 -1.4181
C 0.7397 -3.8293 -0.1633
H 3.2703 -1.7878 -0.3546
O -0.6048 4.7800 -0.3758
H 0.8853 3.4965 3.4756
C 0.2005 0.9784 -2.8451
C 3.5211 -4.3288 0.6667
C 1.5039 -1.8855 -6.8323
H -2.1564 2.0471 -1.9755
H -1.3497 3.1371 2.4711
H 4.0287 -2.1875 -7.1431
H -2.1026 2.5761 7.1811
O 3.7946 -2.2914 -6.2158
O 0.4745 -2.6068 1.8589
H 3.2893 -3.8894 -1.4447
C -1.7441 5.7435 -6.6376
H -5.6021 -2.2987 2.8491
H 3.4643 -5.2480 1.2613
H -0.9734 6.0508 -7.3518
H -0.5936 4.6497 0.5756
H -0.5315 0.9767 -3.6538
C 2.4595 -2.8589 -6.1700
O -4.0326 4.1097 -1.8821
H 0.0305 -0.0939 3.3528
C -1.0227 2.5442 7.0447
H 1.6657 -0.1288 2.8653
H 4.0117 -1.4007 1.1999
C -0.5099 1.0469 -1.5054
H -2.5574 -0.2073 1.9689
H 3.0251 2.8598 4.2288
H 1.0099 2.2852 2.1628
H -0.8057 -4.8905 0.9640
H 2.2898 -1.1306 0.9026
H 1.6697 1.6387 7.0927
H -4.9365 -0.5884 1.2569
C 1.0362 0.0691 3.7368
H -2.5947 5.4631 -7.2605
H -2.4250 2.7398 4.6813
C 2.7491 1.8117 4.1328
H 1.7521 -1.7978 -7.8948
H -0.8777 3.9226 -0.7386
C 0.6020 2.4894 3.1552
H -0.5029 3.4954 7.1333
H 1.6039 -2.3459 -1.5396
H -4.2045 4.7797 -1.2158
H 2.5649 -4.0906 3.2217
H 0.8660 4.5700 -6.1064
O -2.1344 4.6229 -4.5736
C -2.8561 -0.9810 1.2539
C -1.3880 0.5255 5.5993
C 0.4089 1.1159 -0.3071
H 1.1986 -3.5030 -4.5460
H 1.1449 0.3188 -0.3080
H -2.0683 0.3629 6.4487
H 4.1255 -3.2416 2.9862
C 0.6323 -2.6450 -1.1548
O -1.3741 2.1964 -1.4211
C 3.1227 -1.8190 0.7279
H -4.1430 -3.2325 2.5784
N 1.3116 -3.5073 1.1441
H -2.0761 -1.7444 1.2084
H -1.9858 6.6411 -6.0652
H 4.5856 -4.0747 0.6695
H 0.4634 -2.1876 -6.7276
H -3.5455 4.5746 -2.5759
H -3.9936 -3.0265 0.2788
*
```

SMILES = CC1(C)CCCC(C)(C)N1O.CC1(C)CCCC(C)(C)N1O.CC(C)O.CC(C)O.CC(C)O.CC(C)O.O.O.O
molecular weight = 608.9 g/mol
LUMO energy = 0.365 eV
HOMO = -8.497 eV
Kohn-Sham gap = 8.86 eV

Löwdin atomic charge list, values in e, 6 entries:
1. C -0.51
2. N -0.09
3. H 0.08
4. H 0.08
5. H 0.14
6. H 0.07

***

Question: What is the formula in the first record?
Answer: C30H74IN2O11

***

Question: Among the records above, which one has the lowest Kohn-Sham gap?
Answer: C30H74IN2O11

***

Question: What is the formula in the first record?
Answer: C30H74IN2O11